(i)
Molecular formula: C3H9N5
Method: DFT, ωB97M-V with the def2-TZVPD basis set

XYZ file:
```
17
C3H9N5, DFT ωB97M-V with the def2-TZVPD basis set
H 0.56 -2.48 0.32
N 0.87 -2.03 -0.59
C 0.03 -1.06 -0.45
N -0.71 -1.06 0.67
C -0.82 0.14 1.45
N -1.74 0.25 2.43
N 0.09 1.22 1.65
N 0.12 0.03 -1.33
C 1.16 0.22 -2.41
H -1.41 0.99 3.07
H -2.33 -0.61 2.73
H 0.92 1.23 1.10
H -0.49 2.30 1.44
H -0.90 0.20 -1.78
H 1.31 -0.72 -3.31
H 2.16 0.19 -2.08
H 1.18 1.18 -2.89
```

Values from the calculation:
SMILES   [H]/N=C(\N=C(N)N)NC
Molar mass   115.1 g mol⁻¹
Net charge   0
Orbital gap   8.64 eV

Löwdin atomic charge list, values in e, 4 entries: 0.05 0.10 -0.66 0.08



(ii)
Molecular formula: C3H9N5
Method: DFT, ωB97M-V with the def2-TZVPD basis set

XYZ file:
```
17
C3H9N5, DFT ωB97M-V with the def2-TZVPD basis set
C -0.34 -0.73 -0.03
C -0.47 0.64 -0.08
C 0.49 1.35 -0.71
H 2.07 -0.90 0.77
H 2.57 -1.88 -0.87
H 0.73 -2.48 -0.41
H -1.34 1.04 0.32
H 1.50 1.10 -0.77
H -0.18 3.49 -0.06
H 1.31 3.06 -1.22
H -2.26 -0.73 2.62
H -3.38 -2.02 0.72
N 1.86 -0.85 -0.43
N 0.64 -1.47 -0.82
N 0.38 2.68 -0.85
N -1.21 -1.42 0.64
N -2.38 -0.86 1.16
```

Values from the calculation:
Molar mass   115.1 g mol⁻¹
Net charge   0
Orbital gap   7.88 eV

Löwdin atomic charge list, values in e, 4 entries: -0.44 -0.08 -0.24 0.16



The most stable arrangement is (i), and the next structure is 8.123 eV less stable.



(i)
Molecular formula: C37H34NO3P
Method: DFT, ωB97M-V with the def2-TZVPD basis set

XYZ file:
```
76
C37H34NO3P, DFT ωB97M-V with the def2-TZVPD basis set
C 1.32 4.32 -1.54
C 1.23 2.98 -2.23
O 0.89 1.94 -1.35
C 1.06 0.72 -1.99
C 0.77 -0.41 -1.24
P 1.01 -2.07 -1.88
C 2.21 -2.15 -3.22
C 3.30 -1.33 -3.28
C 4.18 -1.42 -4.35
C 3.97 -2.37 -5.32
C 2.86 -3.19 -5.27
C 1.97 -3.08 -4.21
C 1.67 -3.08 -0.56
C 2.96 -2.88 -0.13
C 3.47 -3.68 0.89
C 2.68 -4.66 1.45
C 1.37 -4.82 1.03
C 0.87 -4.03 0.02
O -0.34 -2.67 -2.34
O 1.48 0.66 -3.16
H 1.68 5.10 -2.21
H 0.35 4.62 -1.15
H 2.00 4.26 -0.69
H 0.48 2.97 -3.03
H 2.19 2.69 -2.69
H 0.34 -0.30 -0.27
H 3.43 -0.56 -2.54
H 5.01 -0.74 -4.43
H 4.66 -2.46 -6.14
H 2.67 -3.90 -6.05
H 1.08 -3.68 -4.16
H 3.58 -2.13 -0.59
H 4.49 -3.53 1.23
H 3.08 -5.29 2.23
H 0.75 -5.57 1.49
H -0.15 -4.14 -0.34
C 0.08 6.28 2.20
N -0.47 5.16 2.95
C -1.24 5.53 4.14
C -0.72 3.90 2.32
C 0.18 2.83 2.49
C -0.14 1.57 2.05
C -1.37 1.32 1.40
C -1.82 -0.02 1.11
C -2.85 -0.35 0.16
C -3.30 -1.67 0.41
C -4.37 -2.20 -0.30
C -4.94 -1.45 -1.30
C -4.45 -0.18 -1.62
C -3.42 0.38 -0.90
C -2.50 -2.20 1.49
C -1.58 -1.21 1.90
C -0.74 -1.48 3.00
C -0.83 -2.69 3.63
C -1.75 -3.66 3.21
C -2.59 -3.43 2.15
C -2.23 2.42 1.18
C -1.92 3.67 1.63
H 0.46 5.93 1.24
H -0.69 7.03 2.01
H 0.90 6.74 2.75
H -1.74 4.65 4.55
H -0.57 5.93 4.90
H -1.99 6.28 3.90
H 1.10 3.00 3.02
H 0.55 0.77 2.20
H -4.74 -3.18 -0.05
H -5.78 -1.85 -1.85
H -4.88 0.36 -2.45
H -3.02 1.34 -1.17
H -0.06 -0.73 3.36
H -0.19 -2.90 4.47
H -1.82 -4.59 3.75
H -3.33 -4.15 1.85
H -3.20 2.25 0.73
H -2.61 4.48 1.51
```

Values from the calculation:
Molar mass   571.7 g mol⁻¹
Net charge   0
Orbital gap   3.34 eV

Löwdin atomic charge list, values in e, 4 entries: -0.07 -0.28 -0.04 -0.58



(ii)
Molecular formula: C37H34NO3P
Method: DFT, ωB97M-V with the def2-TZVPD basis set

XYZ file:
```
76
C37H34NO3P, DFT ωB97M-V with the def2-TZVPD basis set
C 4.14 -0.80 1.75
C 3.16 -1.74 1.08
O 1.95 -1.02 0.78
C 1.02 -1.81 0.15
C -0.25 -1.16 0.04
P -1.56 -2.17 -0.53
C -1.57 -3.88 0.12
C -1.01 -4.23 1.36
C -1.10 -5.55 1.82
C -1.72 -6.53 1.04
C -2.23 -6.19 -0.22
C -2.15 -4.88 -0.68
C -3.03 -1.47 0.29
C -3.23 -1.57 1.67
C -4.36 -0.98 2.26
C -5.27 -0.27 1.48
C -5.07 -0.17 0.10
C -3.96 -0.78 -0.49
O -1.73 -2.19 -2.02
O 1.30 -2.94 -0.26
H 5.04 -1.36 2.00
H 4.42 0.03 1.08
H 3.72 -0.38 2.67
H 3.59 -2.15 0.16
H 2.93 -2.57 1.77
H -0.46 -0.33 0.69
H -0.50 -3.49 1.97
H -0.68 -5.80 2.80
H -1.79 -7.56 1.41
H -2.70 -6.95 -0.84
H -2.53 -4.62 -1.66
H -2.51 -2.10 2.29
H -4.51 -1.07 3.34
H -6.14 0.20 1.93
H -5.76 0.40 -0.52
H -3.80 -0.72 -1.57
C 5.22 2.86 2.75
N 4.17 3.59 2.05
C 4.49 4.99 1.82
C 3.21 2.92 1.27
C 2.05 2.39 1.89
C 1.03 1.86 1.11
C 1.16 1.75 -0.29
C 0.05 1.36 -1.11
C 0.17 0.84 -2.46
C -1.08 1.02 -3.14
C -1.22 0.71 -4.48
C -0.11 0.20 -5.17
C 1.10 -0.02 -4.50
C 1.25 0.27 -3.14
C -2.01 1.64 -2.20
C -1.31 1.85 -0.96
C -1.95 2.55 0.07
C -3.25 3.00 -0.13
C -3.93 2.79 -1.35
C -3.30 2.11 -2.40
C 2.38 2.17 -0.88
C 3.36 2.78 -0.12
H 4.91 1.82 2.89
H 6.16 2.88 2.18
H 5.39 3.33 3.73
H 3.62 5.49 1.38
H 4.73 5.46 2.78
H 5.35 5.11 1.14
H 1.96 2.46 2.97
H 0.11 1.54 1.60
H -2.19 0.86 -4.96
H -0.19 -0.03 -6.23
H 1.95 -0.43 -5.04
H 2.17 0.06 -2.60
H -1.41 2.77 0.99
H -3.77 3.53 0.67
H -4.94 3.16 -1.48
H -3.79 1.94 -3.35
H 2.51 2.08 -1.95
H 4.28 3.16 -0.59
```

Values from the calculation:
Molar mass   571.7 g mol⁻¹
Net charge   0
Orbital gap   5.01 eV

Löwdin atomic charge list, values in e, 4 entries: -0.08 -0.23 -0.04 -0.56



The most stable arrangement is (ii), and the next structure is 1.243 eV less stable.



(i)
Molecular formula: CHNS4
Method: DFT, ωB97M-V with the def2-TZVPD basis set

XYZ file:
```
7
CHNS4, DFT ωB97M-V with the def2-TZVPD basis set
C -1.20 0.72 0.10
N -2.95 0.30 0.66
S -1.20 1.74 -1.15
S -3.55 -1.04 -0.21
S -4.10 0.83 -0.40
S -0.17 -0.07 1.24
H 0.81 0.13 0.39
```

Values from the calculation:
Molar mass   155.3 g mol⁻¹
Net charge   0
Orbital gap   7.53 eV

Löwdin atomic charge list, values in e, 4 entries: -1.21 -0.92 0.65 0.41



(ii)
Molecular formula: CHNS4
Method: DFT, ωB97M-V with the def2-TZVPD basis set

XYZ file:
```
7
CHNS4, DFT ωB97M-V with the def2-TZVPD basis set
C 0.37 1.53 -0.23
N 0.93 2.41 -0.69
S 0.47 5.67 -2.16
S -1.70 4.67 0.06
S -0.81 4.35 -1.62
S -0.59 0.34 0.46
H 0.11 -0.68 -0.06
```

Values from the calculation:
Molar mass   155.3 g mol⁻¹
Net charge   0
Orbital gap   7.26 eV

Löwdin atomic charge list, values in e, 4 entries: -0.75 0.04 0.11 0.08



(iii)
Molecular formula: CHNS4
Method: DFT, ωB97M-V with the def2-TZVPD basis set

XYZ file:
```
7
CHNS4, DFT ωB97M-V with the def2-TZVPD basis set
S -1.25 -1.36 2.37
C -0.49 -2.02 1.21
N 0.27 -2.53 0.43
S 1.02 -2.93 -0.95
S 1.75 -1.04 -1.25
S -0.01 0.03 -1.40
H -0.24 0.56 -0.07
```

Values from the calculation:
SMILES   S=C=NSSS
Molar mass   155.3 g mol⁻¹
Net charge   0
Orbital gap   8.63 eV

Löwdin atomic charge list, values in e, 4 entries: 0.72 -0.92 -0.49 0.50



The most stable arrangement is (iii), and the next structure is 0.540 eV less stable.



(i)
Molecular formula: CHO5S
Method: DFT, ωB97M-V with the def2-TZVPD basis set

XYZ file:
```
8
CHO5S, DFT ωB97M-V with the def2-TZVPD basis set
C 1.90 -0.65 0.01
O 1.94 -1.74 -0.40
O 2.28 0.33 0.50
O -1.09 1.89 -0.58
O -2.19 -0.07 0.73
O 0.06 -0.12 -0.49
S -0.71 0.87 0.37
H -2.19 -0.50 -0.15
```

Values from the calculation:
Molar mass   125.1 g mol⁻¹
Net charge   -1
Orbital gap   8.91 eV

Löwdin atomic charge list, values in e, 4 entries: -0.60 0.13 0.11 -0.50



(ii)
Molecular formula: CHO5S
Method: DFT, ωB97M-V with the def2-TZVPD basis set

XYZ file:
```
8
CHO5S, DFT ωB97M-V with the def2-TZVPD basis set
C -0.65 -0.05 -0.29
O 1.87 -0.56 -0.89
O 1.33 1.67 -0.18
O 1.08 -0.16 1.42
O -1.23 -1.07 -0.13
O -2.49 -1.07 0.16
S 1.12 0.25 0.02
H -1.02 0.98 -0.11
```

Values from the calculation:
Molar mass   125.1 g mol⁻¹
Net charge   -1
Orbital gap (alpha / beta)   9.26 / 9.26 eV

Löwdin atomic charge list, values in e, 4 entries: -0.18 -0.35 -0.36 -0.34



The most stable arrangement is (i), and the next structure is 5.390 eV less stable.